The following is a quantum chemistry calculation of the molecule C22H24N2O6, from the Open Molecules 2025 dataset.

Geometry (Å):
C 3.348 0.469 5.022
N 4.477 0.554 4.118
C 4.735 1.922 3.722
C 4.429 -0.377 3.011
C 3.254 -0.226 2.020
C 2.091 -1.172 2.334
N 0.897 -0.825 1.599
C 0.099 0.202 1.965
O 0.256 0.900 2.944
C -1.034 0.277 0.942
O -1.932 1.088 0.953
C -0.768 -0.789 -0.013
C -1.447 -1.093 -1.146
O -0.913 -2.013 -1.978
C -2.724 -0.490 -1.543
C -3.775 -0.342 -0.639
C -4.966 0.217 -1.049
C -5.137 0.640 -2.363
C -4.104 0.448 -3.289
C -2.908 -0.115 -2.872
O -4.233 0.789 -4.609
C -5.566 1.048 -4.994
C -6.260 1.915 -3.946
O -6.317 1.233 -2.711
C 0.535 -1.461 0.349
C 1.583 -1.262 -0.703
C 1.906 -0.170 -1.455
C 3.003 -0.560 -2.261
C 3.262 -1.855 -1.936
O 2.409 -2.288 -0.994
H 3.224 -0.566 5.339
H 2.408 0.832 4.586
H 3.569 1.072 5.904
H 4.978 2.499 4.614
H 3.881 2.407 3.227
H 5.591 1.947 3.049
H 5.370 -0.260 2.466
H 4.416 -1.387 3.433
H 3.604 -0.410 1.003
H 2.880 0.798 2.059
H 1.842 -1.105 3.395
H 2.359 -2.204 2.092
H -1.490 -2.143 -2.743
H -3.657 -0.666 0.381
H -5.783 0.354 -0.361
H -2.116 -0.206 -3.601
H -6.113 0.101 -5.100
H -5.517 1.552 -5.960
H -5.704 2.854 -3.827
H -7.291 2.131 -4.228
H 0.409 -2.543 0.496
H 1.422 0.785 -1.434
H 3.522 0.043 -2.977
H 3.996 -2.551 -2.291

Computed properties:
Energy above the lowest of the compared OMol25 structures with the same formula, charge and spin, kcal/mol: 90.2
Kohn-Sham gap, eV: 7.8
Highest occupied orbital energy, eV: -8.02
SMILES string: CN(C)CCCN1C(=O)C(=O)/C(=C(/O)c2ccc3c(c2)OCCO3)[C@H]1c1ccco1


The following is a quantum chemistry calculation of a structure of composition C22H24N2P2Pd, from the Open Molecules 2025 dataset.

Geometry (Å):
Pd -0.142 0.294 0.182
C 4.237 -0.540 -0.569
C 2.841 -0.615 -0.672
N 2.022 -0.531 0.356
C 2.572 -0.406 1.591
C 3.951 -0.326 1.794
C 4.792 -0.384 0.671
C 4.476 -0.181 3.133
C 3.654 -0.122 4.192
C 2.221 -0.197 4.018
C 1.332 -0.123 5.101
C -0.016 -0.195 4.871
C -0.458 -0.334 3.547
N 0.351 -0.398 2.512
C 1.679 -0.337 2.740
H 4.844 -0.603 -1.461
H 2.365 -0.738 -1.637
H 5.866 -0.311 0.799
H 5.550 -0.123 3.263
H 4.050 -0.017 5.195
H 1.724 -0.010 6.105
H -0.734 -0.145 5.679
H -1.518 -0.386 3.321
C -3.621 -0.652 0.367
P -2.265 0.198 -0.544
C -2.765 -0.252 -2.256
C -2.901 1.944 -0.494
C -4.235 2.241 -0.784
C -4.710 3.541 -0.751
C -3.842 4.579 -0.429
C -2.518 4.297 -0.142
C -2.029 2.987 -0.162
P -0.267 2.595 0.286
C 0.597 4.028 -0.482
C -0.253 3.181 2.037
H -4.587 -0.604 -0.143
H -3.732 -0.197 1.354
H -3.346 -1.698 0.501
H -3.796 0.026 -2.488
H -2.655 -1.331 -2.380
H -2.092 0.238 -2.959
H -4.918 1.441 -1.047
H -5.750 3.744 -0.977
H -4.199 5.602 -0.402
H -1.853 5.116 0.111
H 0.306 4.991 -0.054
H 0.403 4.044 -1.556
H 1.671 3.899 -0.339
H -0.661 4.188 2.164
H 0.776 3.170 2.404
H -0.831 2.483 2.644

Computed properties:
Energy above the lowest of the compared OMol25 structures with the same formula, charge and spin, kcal/mol: 0.0
Kohn-Sham gap, eV: 5.7
Highest occupied orbital energy, eV: -5.53


The following is a quantum chemistry calculation of the molecule C22H24N4O2S, from the Open Molecules 2025 dataset.

Geometry (Å):
C 6.354 2.501 0.227
C 5.793 1.447 -0.695
O 5.953 1.471 -1.897
C 5.033 0.380 -0.051
C 4.424 -0.676 -0.681
C 3.762 -1.557 0.198
C 2.933 -2.732 -0.246
N 1.539 -2.407 -0.494
C 1.375 -1.427 -1.557
C -0.099 -1.286 -1.924
C -0.962 -0.933 -0.709
N -0.769 0.438 -0.291
N 0.436 0.949 -0.058
C 0.260 2.215 0.262
C -1.096 2.550 0.247
C -1.730 1.375 -0.107
N -3.097 1.131 -0.282
C -3.818 0.255 0.483
O -3.304 -0.497 1.283
C -5.284 0.262 0.212
C -5.992 1.415 -0.114
C -7.358 1.352 -0.329
C -8.025 0.142 -0.225
C -7.328 -1.006 0.114
C -5.966 -0.945 0.340
C -0.662 -1.919 0.423
C 0.833 -1.985 0.705
C 3.880 -1.146 1.496
S 4.786 0.296 1.666
H 5.546 2.980 0.776
H 6.896 3.244 -0.351
H 7.025 2.039 0.949
H 4.468 -0.802 -1.748
H 3.349 -3.139 -1.172
H 2.958 -3.514 0.519
H 1.927 -1.781 -2.433
H 1.764 -0.441 -1.266
H -0.461 -2.236 -2.321
H -0.206 -0.522 -2.697
H -2.019 -1.016 -0.985
H 1.102 2.837 0.493
H -1.549 3.495 0.466
H -3.600 1.804 -0.842
H -5.495 2.374 -0.169
H -7.903 2.251 -0.575
H -9.090 0.099 -0.398
H -7.848 -1.947 0.207
H -5.407 -1.826 0.617
H -1.208 -1.622 1.318
H -1.011 -2.904 0.112
H 1.020 -2.724 1.488
H 1.181 -1.001 1.057
H 3.485 -1.620 2.374

Computed properties:
Energy above the lowest of the compared OMol25 structures with the same formula, charge and spin, kcal/mol: 33.2
Kohn-Sham gap, eV: 8.6
Highest occupied orbital energy, eV: -8.24
SMILES string: CC(=O)c1cc(CN2CCC(n3nccc3NC(=O)c3ccccc3)CC2)cs1


The following is a quantum chemistry calculation of the molecule C22H24N4O3 in a non-equilibrium geometry, from the Open Molecules 2025 dataset.

Geometry (Å):
O 2.300 3.540 -1.686
C 1.224 3.100 -1.333
C 0.821 3.171 0.141
N 1.582 2.178 0.879
C 1.287 0.799 0.557
C -0.007 0.292 1.218
N 0.093 0.461 2.647
C 0.012 -0.480 3.616
O 0.097 -0.183 4.801
C -0.221 -1.895 3.263
C -0.621 -2.867 4.146
C -0.707 -4.067 3.410
C -0.345 -3.750 2.137
O -0.050 -2.446 2.036
C 0.335 1.843 3.016
C 1.606 2.354 2.317
N 0.359 2.569 -2.238
C 0.850 2.354 -3.589
C 1.381 0.920 -3.745
C 0.418 -0.004 -3.084
N 0.472 -1.372 -3.126
C -0.531 -1.880 -2.345
C -0.867 -3.195 -2.056
C -1.930 -3.412 -1.206
C -2.652 -2.348 -0.660
C -2.331 -1.041 -0.948
C -1.252 -0.790 -1.795
C -0.617 0.390 -2.283
C -0.870 1.839 -1.992
H -0.267 3.111 0.287
H 1.154 4.151 0.492
H 1.225 0.679 -0.523
H 2.122 0.192 0.923
H -0.179 -0.744 0.946
H -0.862 0.882 0.868
H -0.826 -2.717 5.185
H -0.993 -5.031 3.778
H -0.261 -4.334 1.242
H 0.447 1.886 4.100
H -0.530 2.449 2.721
H 1.758 3.408 2.550
H 2.463 1.789 2.696
H 0.023 2.525 -4.284
H 1.644 3.077 -3.779
H 2.361 0.843 -3.262
H 1.507 0.678 -4.803
H 1.148 -1.913 -3.637
H -0.311 -4.018 -2.482
H -2.217 -4.423 -0.957
H -3.479 -2.562 0.001
H -2.901 -0.226 -0.527
H -1.646 2.241 -2.660
H -1.219 1.972 -0.971

Computed properties:
Energy above the lowest of the compared OMol25 structures with the same formula, charge and spin, kcal/mol: 43.0
Kohn-Sham gap, eV: 8.7
Highest occupied orbital energy, eV: -8.11
SMILES string: O=C(CN1CCN(C(=O)c2ccco2)CC1)N1CCc2[nH]c3ccccc3c2C1


The following is a quantum chemistry calculation of a structure of composition C22H24N6ORhS3 in a non-equilibrium geometry, from the Open Molecules 2025 dataset.

Geometry (Å):
Rh 0.607 -0.561 -0.601
S -1.408 -0.652 -1.565
C -2.090 -1.810 -0.426
N -3.393 -2.013 -0.497
N -3.921 -3.194 -0.223
C -3.385 -4.405 -0.576
C -3.938 -5.580 -0.047
C -3.408 -6.804 -0.396
C -2.321 -6.879 -1.258
C -1.786 -5.719 -1.802
C -2.317 -4.490 -1.482
N -1.309 -2.398 0.457
N -0.029 -2.144 0.487
C 0.796 -3.042 1.101
C 0.347 -4.325 1.471
C 1.213 -5.214 2.066
C 2.531 -4.858 2.326
C 2.979 -3.589 1.975
C 2.134 -2.696 1.357
H -4.856 -3.165 0.172
H -4.765 -5.509 0.644
H -3.842 -7.712 -0.006
H -1.907 -7.836 -1.531
H -0.962 -5.771 -2.496
H -1.936 -3.603 -1.966
H -0.676 -4.600 1.267
H 0.858 -6.197 2.333
H 3.202 -5.559 2.798
H 3.996 -3.307 2.195
H 2.474 -1.710 1.071
O 1.713 0.481 0.953
S 2.711 1.594 0.704
C 3.480 1.746 2.360
C 4.365 0.522 2.481
C 5.169 0.491 1.187
C 4.184 0.701 0.044
H 2.682 1.797 3.095
H 4.058 2.668 2.362
H 3.742 -0.368 2.570
H 5.004 0.581 3.361
H 5.704 -0.450 1.061
H 5.901 1.299 1.212
H 3.789 -0.234 -0.353
H 4.589 1.281 -0.780
C 4.019 -3.101 -5.430
C 2.791 -2.339 -5.073
C 1.596 -2.454 -5.792
C 0.491 -1.793 -5.280
N 0.555 -1.055 -4.187
C 1.746 -0.941 -3.620
S 1.889 0.185 -2.292
N 2.849 -1.562 -3.998
H 4.009 -3.402 -6.473
H 4.070 -4.002 -4.818
H 4.905 -2.509 -5.225
H 1.530 -3.036 -6.696
H -0.482 -1.852 -5.751

Computed properties:
Kohn-Sham gap (alpha / beta), eV: 4.9 / 4.9
Highest occupied orbital energy (alpha / beta), eV: -10.24 / -10.25
Total charge: +1


The following is a quantum chemistry calculation of a structure of composition C22H24NO3S2Tl in a non-equilibrium geometry, from the Open Molecules 2025 dataset.

Geometry (Å):
Tl -0.309 0.382 -0.081
C 0.947 -1.862 1.202
C -0.491 -1.813 1.199
C -0.945 -2.216 -0.113
H -1.127 -1.646 2.058
C 0.207 -2.542 -0.888
C 1.364 -2.325 -0.079
H 2.384 -2.528 -0.379
H 1.589 -1.617 2.042
H -1.981 -2.298 -0.428
H 0.201 -2.949 -1.892
C 1.830 1.801 0.269
C 2.697 0.738 -0.104
C 2.570 0.532 -1.502
H 3.375 0.205 0.561
C 1.657 1.489 -2.020
C 1.176 2.274 -0.929
H 0.516 3.140 -0.988
H 1.728 2.244 1.259
H 3.115 -0.202 -2.099
H 1.424 1.638 -3.075
O -1.028 -0.048 -2.046
C -0.603 0.295 -4.938
C -1.847 0.504 -4.196
C -0.078 -1.059 -5.140
C 0.069 1.439 -5.579
C -1.655 0.985 -2.735
H -2.421 -0.435 -4.182
H -2.446 1.267 -4.705
H -1.065 1.929 -2.718
H -2.650 1.184 -2.294
H -0.556 -1.547 -6.009
H -0.268 -1.695 -4.261
H 1.005 -1.042 -5.339
H -0.331 1.643 -6.587
H 1.146 1.244 -5.710
H -0.042 2.372 -5.005
O 1.950 1.947 5.397
S 1.615 0.820 4.560
O 2.596 -0.236 4.416
N 0.957 1.282 3.072
C -0.350 1.081 3.024
S -1.406 1.621 1.795
C -0.909 0.309 4.118
C -2.175 -0.260 4.258
C -2.444 -0.929 5.453
C -1.471 -1.048 6.471
C -0.179 -0.525 6.289
C 0.072 0.119 5.086
H -2.893 -0.156 3.448
H -3.429 -1.363 5.599
H -1.704 -1.558 7.413
H 0.617 -0.587 7.030

Computed properties:
Kohn-Sham gap (alpha / beta), eV: 5.9 / 3.9
Highest occupied orbital energy (alpha / beta), eV: -1.34 / 0.54
Total charge: -2